Record 1
52
Properties=species:S:1:pos:R:3:forces:R:3:mulliken_charge:R:1 method="wB97M-V/def2-TZVPD" smiles="CCS(=O)(=O)N1Cc2ccccc2C[C@@H]1C(=O)Nc1ccc(OC)c(OC)c1" gap_ha=0.2952 e_above_lowest_kcal_mol=45.43
C 4.31554 -1.75278 1.10056 0.1 -0.2 -0.1 -0.9750
C 3.40863 -0.54673 1.14598 -0.5 -0.1 -0.5 -0.5567
S 2.04925 -0.70723 -0.07498 0.0 0.3 -0.1 1.4066
O 2.36541 -1.72876 -1.02466 0.1 -0.4 0.2 -0.7740
O 1.79619 0.62054 -0.58376 0.1 0.3 0.2 -0.8475
N 0.65253 -1.14604 0.69450 0.8 0.1 -0.4 0.2330
C 0.50148 -2.54338 1.05081 0.0 -0.5 0.0 -1.5009
C 1.11647 -2.79202 2.39544 0.0 0.0 0.2 1.2112
C 1.95824 -3.85812 2.66982 -0.2 0.0 0.0 -0.9086
C 2.53510 -3.97964 3.92338 0.1 -0.1 0.0 -0.4816
C 2.28693 -3.02416 4.89468 0.1 -0.1 0.1 -0.6805
C 1.44844 -1.95629 4.62322 0.0 0.0 -0.1 -0.9439
C 0.84908 -1.83867 3.37788 0.1 0.0 0.0 0.5996
C -0.10919 -0.74140 3.03845 -0.1 0.0 -0.2 -0.8953
C 0.11050 -0.17349 1.62838 -0.4 0.4 0.3 -0.4116
C -1.22757 0.34870 1.03519 0.5 0.0 0.1 0.0847
O -2.28831 0.19889 1.60339 -0.3 0.0 0.1 -0.7008
N -1.01695 0.94249 -0.15244 0.2 0.2 -0.2 0.1949
C -1.95092 1.48532 -1.04227 -0.4 0.1 -0.2 -0.1155
C -3.30709 1.58497 -0.77067 0.1 -0.1 0.1 -0.5957
C -4.13684 2.14414 -1.72138 0.2 0.1 -0.4 -0.8029
C -3.66708 2.61467 -2.94450 -0.1 -0.1 0.2 0.2264
O -4.63990 3.13598 -3.74766 0.1 -0.1 0.2 -0.4696
C -4.35022 3.61990 -5.03854 0.0 0.2 -0.4 -0.7251
C -2.28880 2.51318 -3.21772 -0.1 0.1 -0.1 1.1494
O -1.81864 2.97708 -4.42215 -0.4 -0.1 0.3 -0.4443
C -0.44587 2.85820 -4.70183 0.2 0.0 -0.1 -0.9192
C -1.45940 1.95012 -2.25946 0.0 0.0 0.0 -0.4076
H 5.20683 -1.58054 1.70062 0.0 0.0 0.1 0.4035
H 3.80305 -2.63035 1.48595 0.1 0.0 0.0 0.1285
H 4.61023 -1.94930 0.07322 0.1 -0.1 0.0 0.3406
H 2.94534 -0.41396 2.12005 -0.1 0.1 0.1 0.2158
H 3.92144 0.36539 0.85372 0.0 0.1 0.0 0.5989
H 0.98436 -3.12076 0.26228 -0.2 -0.2 0.1 0.4804
H -0.57015 -2.77438 1.05895 0.1 0.0 -0.1 0.3093
H 2.15074 -4.59656 1.90459 0.1 -0.1 -0.1 0.4026
H 3.18294 -4.81566 4.13969 0.1 -0.1 0.0 0.4173
H 2.74460 -3.11341 5.86842 0.0 0.0 0.1 0.4171
H 1.24864 -1.21646 5.38479 0.0 0.1 0.1 0.4457
H -0.05609 0.06711 3.76824 -0.1 0.0 0.0 0.5066
H -1.13218 -1.13514 3.06644 0.1 0.1 0.0 0.3754
H 0.80881 0.67045 1.65610 -0.2 0.0 0.1 0.7995
H -0.05346 0.94843 -0.48620 -0.2 0.0 0.1 -0.0280
H -3.70220 1.22907 0.16476 0.0 0.0 0.0 0.5152
H -5.19535 2.23358 -1.53679 -0.1 0.0 0.0 0.4080
H -3.66178 4.46701 -5.00991 -0.1 -0.1 0.0 0.2488
H -5.31029 3.94621 -5.43910 0.1 0.0 0.0 0.2985
H -3.93520 2.84009 -5.68053 0.0 0.1 0.0 0.2612
H 0.16280 3.42795 -3.99254 0.0 0.0 0.0 0.3391
H -0.12106 1.81303 -4.70207 0.0 0.0 0.0 0.3456
H -0.31896 3.27504 -5.70030 0.1 0.0 0.1 0.2357
H -0.40008 1.85768 -2.44007 0.1 0.0 -0.1 0.5852

***

Record 2
54
Properties=species:S:1:pos:R:3:forces:R:3:mulliken_charge:R:1 method="wB97M-V/def2-TZVPD" total_charge=+1 gap_ha=0.2046 e_above_lowest_kcal_mol=12.21
Au -0.85955 -0.61488 -0.49350 0.2 0.1 0.5 0.6875
C 1.87179 2.73658 -2.25470 0.0 0.0 0.0 -1.4638
C 0.59700 3.02534 -1.51529 0.0 0.1 -0.1 0.4785
C 0.20541 4.32833 -1.24750 0.0 0.0 0.0 -0.6865
C -0.99268 4.53179 -0.57648 0.0 -0.1 0.0 -0.7159
C -1.75119 3.45238 -0.17249 0.0 0.1 0.0 -0.4765
C -1.26568 2.16610 -0.44314 0.4 0.1 -0.3 0.8566
N -0.12427 1.97035 -1.12730 -0.3 0.1 0.3 0.0412
N -1.89551 1.02561 -0.01790 -0.1 -0.3 -0.2 -0.0384
Si -3.17142 0.94647 1.20287 0.0 -0.1 0.0 0.0860
C -3.39221 -0.83981 1.72186 0.0 0.2 0.1 -1.1150
C -4.78144 1.60439 0.51778 0.0 -0.1 0.1 -1.0711
C -2.60568 1.87709 2.73052 -0.1 0.0 0.0 -0.5235
H 2.14706 3.56330 -2.90706 0.0 0.0 0.0 0.4931
H 1.75734 1.83475 -2.85529 0.0 0.0 0.0 0.3211
H 2.69671 2.57992 -1.55437 0.0 0.0 0.0 0.1454
H 0.81172 5.16076 -1.57530 0.0 0.0 0.0 0.4255
H -1.33956 5.53747 -0.37612 0.0 0.0 0.0 0.4361
H -2.69418 3.60315 0.33194 0.0 0.0 0.0 0.2585
H -3.90012 -1.46715 0.99175 0.0 0.0 -0.1 0.3336
H -4.01895 -0.81190 2.61871 0.0 -0.1 0.0 0.3947
H -2.45490 -1.32497 2.00378 0.0 0.0 0.0 0.3044
H -5.02478 1.10619 -0.42296 0.0 0.0 0.0 0.3206
H -4.77959 2.67864 0.33350 0.0 0.0 0.0 0.3430
H -5.59272 1.39532 1.21987 0.0 0.0 0.0 0.3641
H -1.65853 1.45758 3.07933 -0.1 0.0 0.0 -0.2442
H -3.33763 1.73138 3.52892 0.0 0.0 0.0 0.4270
H -2.47038 2.94982 2.59719 0.0 0.0 0.0 0.3554
S -2.50989 -1.71478 -1.65524 -0.1 0.2 0.0 -0.2723
C -1.27652 -2.93993 -1.62667 0.1 0.0 0.1 0.5214
N -0.24306 -2.56349 -0.91025 -0.2 -0.2 -0.3 -0.0755
C 0.73707 -3.54852 -0.84655 0.2 -0.1 0.1 -0.4130
C 1.90934 -3.54400 -0.09364 0.0 0.0 0.0 -0.0702
C 2.73014 -4.65210 -0.15216 0.0 0.0 0.0 -0.7973
C 2.39967 -5.76262 -0.93390 0.0 0.0 0.0 -0.5144
C 1.22357 -5.79392 -1.65560 0.0 0.0 0.0 -0.5850
C 0.39651 -4.67818 -1.59798 0.0 0.0 0.0 0.8375
S -1.16822 -4.48157 -2.34415 -0.1 -0.1 -0.1 -0.1699
H 2.15396 -2.70395 0.53820 0.0 0.0 0.0 0.4462
H 3.64185 -4.66748 0.42955 0.0 0.0 0.0 0.4117
H 3.06341 -6.61555 -0.95969 0.0 0.0 0.0 0.3979
H 0.95127 -6.66180 -2.24028 0.0 0.0 0.0 0.4010
Se 0.93359 0.99105 3.25941 0.2 -0.1 0.0 0.3087
N 2.65586 1.16896 2.90406 0.0 0.0 0.0 -0.7918
C 2.84341 0.72202 1.67660 -0.1 0.0 0.0 0.5689
C 4.07898 0.66424 0.96281 0.0 0.0 -0.1 -0.5174
C 4.04947 0.15987 -0.29670 0.0 0.0 0.1 -0.7622
C 2.81366 -0.27978 -0.87843 0.0 0.1 0.0 -0.7100
N 1.67260 -0.24304 -0.26091 -0.2 -0.2 -0.1 0.0629
C 1.67021 0.23534 1.00999 0.1 0.0 0.2 0.7192
N 0.54554 0.26134 1.68865 0.0 0.0 -0.1 -0.1875
H 4.98805 1.01447 1.43255 0.0 0.0 0.0 0.5026
H 4.94780 0.08780 -0.89332 0.0 0.0 0.0 0.4551
H 2.81573 -0.65836 -1.89499 0.0 0.0 0.0 0.4959

***

Record 3
12
Properties=species:S:1:pos:R:3:forces:R:3:mulliken_charge:R:1 method="wB97M-V/def2-TZVPD" gap_ha=0.3626 e_above_lowest_kcal_mol=62.37
H 1.60378 -0.56602 -1.05207 1.4 1.6 -1.4 0.2493
N 0.90322 0.20478 -1.24057 -0.1 -2.1 -0.2 -0.7243
C 0.46486 -0.13455 -0.08880 -0.4 0.4 0.6 0.6843
C 1.28165 0.02697 1.15775 0.0 -0.2 0.3 -0.9482
O -0.78875 -0.49102 0.18669 -0.2 0.6 0.6 -0.3425
C -1.76746 0.03314 -0.69562 -0.4 0.2 -0.2 -0.6773
H 1.09633 -0.75194 1.88854 0.1 0.0 0.2 0.3149
H 2.34693 0.16845 0.95011 -0.3 -0.2 0.0 0.3792
H 0.90223 0.98061 1.54913 0.1 -0.2 0.2 0.2166
H -1.81489 1.10589 -0.49450 -0.3 0.0 -0.2 0.2829
H -1.53018 -0.12571 -1.75066 0.1 -0.1 0.2 0.3506
H -2.69774 -0.45060 -0.40999 0.0 0.1 -0.1 0.2146

***

Record 4
23
Properties=species:S:1:pos:R:3:forces:R:3:mulliken_charge:R:1 method="wB97M-V/def2-TZVPD" gap_ha=0.2577 e_above_lowest_kcal_mol=35.55
C 3.05571 0.10797 -1.01410 -1.7 -1.8 -0.4 -0.6588
C 3.02226 1.11774 -0.09222 -1.9 -0.6 -0.3 -0.6379
C 1.96901 -0.73497 -1.15233 -1.6 -2.3 -1.1 -0.5414
C 1.86021 1.38841 0.60092 -0.7 1.0 1.5 -0.5290
C 0.82514 -0.53274 -0.41482 -1.3 -0.4 0.4 0.2776
C 0.75182 0.54450 0.45996 0.3 0.3 1.1 1.0457
C -0.35310 -1.54547 -0.20027 0.6 -0.1 -2.0 -0.8973
C -1.57032 -0.89110 0.38516 4.0 0.5 2.0 0.5807
N -2.89336 1.51603 0.67682 2.4 -0.8 -3.2 -0.4689
O -1.54268 1.14830 -1.42253 -0.9 -1.6 2.2 -0.5712
O -3.54643 -0.23638 -0.96366 -0.6 -0.3 0.1 -0.6526
O -0.25491 0.69187 1.29594 -1.6 -1.3 -1.3 -0.8405
O -2.11667 -1.49178 1.39796 0.2 -1.6 0.1 -0.4642
S -2.40311 0.45700 -0.46537 0.3 2.3 -1.6 1.1748
H 3.80839 -0.24815 -1.63406 2.1 0.4 -0.6 0.4271
H 3.89986 1.60836 0.01899 2.4 2.0 0.7 0.4939
H 1.90929 -1.68445 -1.83527 0.7 2.0 1.1 0.2089
H 1.65096 2.16929 1.42168 1.1 -1.1 -1.5 0.2672
H -0.77568 -1.96549 -1.19491 1.1 0.3 1.3 0.3599
H 0.13740 -2.36886 0.43404 -1.5 0.8 -0.6 0.4110
H -2.14980 2.10478 0.99253 0.1 0.2 0.9 0.2993
H -3.69337 1.20808 1.09803 -2.2 -0.3 1.9 0.2469
H -1.59063 -2.36294 1.60753 -1.3 2.4 -0.5 0.4690

***

Looking at LUMO energy for the records above, in order, we have 0.021, -0.181, 0.034, -0.025 hartree.
Looking at electronic energy for the records above, in order, we have -45182.1133, -129656.0156, -6760.0459, -28953.3797 eV.